# C42H52BrF4GeN9ORbS3Si3

C42H52BrF4GeN9ORbS3Si3 as an isolated structure (ωB97M-V/def2-TZVPD, OMol25).

As for the expectation value of S²: 0.779. Its orbital gap (alpha / beta) is 4.9 / 4.6 eV. Its spin multiplicity is 2. As for the total energy: -254083.66892 eV. Its charge is -2.

CARTESIAN COORDINATES (ANGSTROEM)
Rb 2.17668 0.50448 0.58274
C 1.40348 0.27624 5.66737
C 0.29598 0.97446 4.89347
N 0.43191 0.84548 3.45355
C 0.39299 -0.54529 2.99566
C -0.87298 -1.34382 3.28547
C -0.46892 1.73719 2.72815
C 0.10392 3.14218 2.56350
N 1.29408 3.10099 1.73172
C 2.08084 4.15434 1.66472
C 3.34882 4.03388 0.99832
F 3.67173 2.81092 0.49114
C 4.25407 5.04680 0.85839
F 5.42120 4.78770 0.21928
C 4.03018 6.32537 1.35573
C 2.81734 6.49050 2.00231
F 2.51056 7.71609 2.49995
C 1.88944 5.48809 2.15859
F 0.71756 5.82517 2.76822
H 1.38037 0.58344 6.71543
H 2.37797 0.53428 5.24887
H 1.30739 -0.81082 5.64294
H 0.31883 2.04198 5.12406
H -0.68573 0.60743 5.24055
H 1.25402 -1.06589 3.42052
H 0.53222 -0.53173 1.91648
H -1.08635 -1.39824 4.35626
H -0.74955 -2.36532 2.92156
H -1.73321 -0.91191 2.77560
H -1.45334 1.81789 3.21984
H -0.65667 1.31910 1.73509
H 0.31363 3.55641 3.55881
H -0.69214 3.76910 2.13390
H 4.74645 7.12453 1.25165
O 0.99575 5.31578 -4.63524
C 1.27868 4.37492 -3.69448
C 0.49371 4.19013 -2.56592
C 0.85508 3.19677 -1.67803
N 1.92425 2.41260 -1.85249
C 2.65877 2.62917 -2.91853
Br 4.20519 1.53845 -3.11982
C 2.39835 3.58205 -3.88847
H 0.19514 5.78286 -4.37310
H -0.38600 4.79535 -2.38308
H 0.28001 3.01714 -0.77512
H 3.03409 3.71104 -4.75148
S 3.92162 -2.24963 3.82780
C 2.79140 -3.44811 4.10615
C 2.71950 -3.95022 5.46769
N 2.68775 -4.32897 6.55454
C 1.90761 -4.02669 3.15637
S 1.79240 -3.65209 1.53477
C 1.02365 -5.07232 3.64582
N 0.32074 -5.90675 4.01294
S 3.75864 -6.38645 -4.50872
N 4.42207 -5.89600 -3.11781
C 3.89532 -4.71771 -2.84246
C 4.21997 -3.88717 -1.69381
C 5.15815 -4.26956 -0.73460
C 5.43753 -3.40935 0.29677
C 4.77240 -2.18370 0.32878
N 3.87203 -1.81316 -0.56289
C 3.58037 -2.65180 -1.56240
C 2.55307 -2.21631 -2.54638
N 1.92487 -1.05726 -2.31453
C 1.04470 -0.63228 -3.20387
C 0.75112 -1.31554 -4.38629
C 1.36768 -2.52012 -4.61422
C 2.27840 -2.99500 -3.67355
C 2.95745 -4.27354 -3.81984
N 2.79224 -5.12583 -4.81354
H 5.64045 -5.23460 -0.82317
H 6.13740 -3.66370 1.08050
H 4.97167 -1.48725 1.13331
H 0.53052 0.29192 -2.96119
H 0.02748 -0.91445 -5.07994
H 1.15411 -3.11483 -5.49345
C -4.50185 2.36395 0.75445
Si -4.32515 0.47788 0.87215
C -4.16754 0.11077 2.72203
C -6.05471 -0.22112 0.51428
Ge -2.43384 -0.15101 -0.46167
Si -2.75986 -2.48375 -0.85485
C -1.31655 -3.16604 -1.87349
C -2.73216 -3.50224 0.73188
C -4.33380 -3.00749 -1.77362
Si -3.31080 0.74398 -2.51555
C -2.52468 0.02172 -4.09091
C -5.16450 0.69774 -2.91789
C -2.88028 2.58671 -2.65091
H -5.05404 2.77546 1.60677
H -5.03380 2.64607 -0.16030
H -3.51625 2.83745 0.72586
H -5.07448 0.46314 3.22669
H -3.31012 0.61032 3.17857
H -4.06576 -0.96162 2.91592
H -6.76912 0.16981 1.24913
H -6.05280 -1.31244 0.59656
H -6.41530 0.02910 -0.48189
H -0.37613 -2.98096 -1.34224
H -1.23954 -2.69597 -2.85710
H -1.41367 -4.24852 -2.01883
H -1.71545 -3.55364 1.13279
H -3.06221 -4.52830 0.53423
H -3.37562 -3.07974 1.50899
H -4.37878 -2.55282 -2.76818
H -5.22333 -2.68641 -1.22463
H -4.37614 -4.09724 -1.89290
H -2.31596 -1.04747 -4.01218
H -1.58126 0.53567 -4.30000
H -3.18643 0.17564 -4.95051
H -5.54916 -0.32587 -2.88545
H -5.34229 1.10484 -3.92114
H -5.74449 1.29135 -2.20926
H -1.79662 2.69559 -2.73090
H -3.20563 3.14923 -1.77195
H -3.33800 3.03739 -3.54079

Here are the Mulliken charges for atoms 1 to 4, given in e:
1 Rb 0.512
2 C -1.277
3 C -0.468
4 N 1.128

---

# C42H52F15LaN6O4PSe

C42H52F15LaN6O4PSe as an isolated structure (ωB97M-V/def2-TZVPD, OMol25).

As for the expectation value of S²: 0.995. Its orbital gap (alpha / beta) is 5.2 / 5.2 eV. Its spin multiplicity is 2. As for the total energy: -177799.04248 eV. Its charge is -2.

CARTESIAN COORDINATES (ANGSTROEM)
La 0.11458 -0.46553 0.49784
C -6.28862 -1.78881 0.55954
C -5.83978 -0.35076 0.06651
C -4.50346 0.05083 0.57876
C -4.20806 0.53773 1.80993
C -5.15660 0.90598 2.93924
C -5.16028 2.45025 3.28315
C -2.80269 0.72302 1.98479
N -2.21116 0.43547 0.79421
C -3.17159 0.02189 -0.06750
C -2.98415 -0.35376 -1.40221
C -1.94596 -0.22699 -2.27361
C -1.94303 -0.28370 -3.70754
C -2.97379 -0.74162 -4.72507
C -3.08684 -2.27851 -4.73737
C -0.74960 0.12071 -4.16708
C 0.10340 0.33741 -2.92419
C 1.52077 0.67913 -2.99943
C 2.09134 1.45587 -1.86253
N 1.59848 1.40520 -0.57299
C 2.42426 2.32221 0.14334
C 2.07307 2.77356 1.39622
C 1.01383 2.35256 2.18819
N 0.09232 1.47560 1.95047
C -0.77575 1.60664 3.05623
C -2.16831 1.20480 3.08963
C -0.23009 2.39768 4.12103
C 0.88161 2.92750 3.56876
C 1.89869 3.89347 4.12704
C 1.54716 5.32851 3.46901
C -0.76847 2.68971 5.42063
C -0.60588 1.60180 6.44396
C 3.46315 2.85539 -0.68480
C 3.22024 2.25266 -1.93570
C 3.99666 2.53984 -3.13486
C 3.49897 3.81495 -3.84310
C 4.58804 3.81719 -0.24589
C 5.93815 3.01679 0.00229
N -0.67359 0.16336 -1.86734
C -0.18381 0.39121 -5.50365
C -0.57721 1.72556 -6.16189
H -7.07690 -2.27603 -0.01278
H -5.35765 -2.40409 0.53249
H -6.60278 -1.68895 1.62510
H -5.99868 -0.27877 -1.00507
H -6.45918 0.42726 0.53884
H -6.19756 0.57294 2.74143
H -4.83196 0.34475 3.83576
H -5.39731 3.14258 2.44625
H -5.88116 2.69709 4.06639
H -4.22562 2.76904 3.75455
H -3.93455 -0.56362 -1.87178
H -3.94089 -0.27612 -4.62173
H -2.69891 -0.44161 -5.73979
H -3.49017 -2.53937 -3.73744
H -3.88296 -2.59736 -5.42117
H -2.16583 -2.84581 -4.85151
H 1.81597 1.17420 -3.93826
H 2.75009 3.51019 1.88088
H -2.72620 1.46373 3.96771
H 1.81599 3.97442 5.21879
H 2.89670 3.64441 3.82329
H 0.47606 5.52334 3.54952
H 2.17787 6.12349 3.91868
H 1.78829 5.30214 2.42883
H -0.19985 3.63082 5.69554
H -1.80602 2.88891 5.40493
H 0.42101 1.34084 6.62935
H -1.04807 1.87242 7.44699
H -1.11392 0.66747 6.16409
H 5.04863 2.73753 -2.92419
H 3.96260 1.72903 -3.79048
H 3.55991 4.56127 -3.07072
H 4.12599 4.08161 -4.71909
H 2.45544 3.84252 -4.20961
H 4.79742 4.67121 -0.96503
H 4.25513 4.30177 0.67690
H 6.14905 2.38059 -0.89227
H 6.71714 3.72785 0.16576
H 5.91724 2.37706 0.89882
H 0.91097 0.34438 -5.52202
H -0.57998 -0.41602 -6.16552
H -0.29215 2.59149 -5.60116
H -0.15799 1.78411 -7.14405
H -1.70726 1.96716 -6.21885
C 5.46600 -0.69620 -0.18539
O 4.44725 -0.42177 0.78977
C 3.24504 -1.02442 0.71747
O 2.41786 -0.73622 1.54171
N 3.10330 -1.99150 -0.19544
N 1.77165 -2.49705 -0.37798
H 6.28269 -0.33993 0.34281
H 5.14627 -0.16589 -1.08532
H 5.59402 -1.76636 -0.35502
H 3.46243 -1.83332 -1.17168
H 1.75157 -3.51127 -0.19359
H 1.67624 -2.49739 -1.39918
O -1.09536 -2.64997 0.58353
H -1.48514 -2.88001 1.45770
H -0.77352 -3.52957 0.23399
Se 2.70804 -0.92688 -3.28511
F -1.95993 -2.87425 3.58566
P -0.53678 -2.43059 4.28121
F 0.87788 -1.99137 4.89394
F -0.24515 -1.46986 2.87704
F -1.24523 -1.17976 4.98628
F 0.19456 -3.59922 3.46589
F -0.96229 -3.37004 5.49846
F 1.78322 -7.08837 0.03849
C 1.68582 -6.46596 -1.14755
F 2.71474 -5.64239 -1.19976
F 1.88578 -7.40185 -2.08747
C 0.35691 -5.69158 -1.20996
O 0.40719 -4.64128 -0.37415
C -0.76482 -6.68505 -0.74239
F -0.69857 -7.92868 -1.26144
F -1.95175 -6.27550 -1.15784
F -0.79749 -6.79878 0.54233
C 0.08802 -5.21171 -2.66605
F 1.14753 -4.64904 -3.25827
F -0.10306 -6.38702 -3.41197
F -0.91885 -4.37463 -2.73311

Here are the Mulliken charges for atoms 1 to 4, given in e:
1 La 2.082
2 C -1.054
3 C -1.145
4 C 0.168

---

# C42H52IrOP

C42H52IrOP as an isolated structure (ωB97M-V/def2-TZVPD, OMol25).

As for the expectation value of S²: 0.902. Its orbital gap (alpha / beta) is 6.4 / 5.7 eV. Its spin multiplicity is 2. As for the total energy: -58565.29169 eV. Its charge is +1.

CARTESIAN COORDINATES (ANGSTROEM)
Ir 0.16304 0.51519 -0.42362
C 0.25767 -1.58675 0.10417
C 1.34493 -1.30601 1.02695
C 2.60193 -1.55560 0.30013
C 2.24004 -1.86246 -0.98983
C 0.81323 -1.96446 -1.13858
C 0.16037 -2.77233 -2.23070
C 0.67672 -2.36113 -3.61351
C 0.55322 -4.24074 -1.95848
C -1.35392 -2.67599 -2.20533
C 4.07718 -1.66122 0.71396
C 4.73299 -0.29658 0.96271
C 4.89458 -2.32603 -0.40620
C 4.27009 -2.55234 1.95116
C 1.01982 -1.08327 2.49927
C 1.97631 -0.12595 3.21606
C 1.00792 -2.46915 3.18098
C -0.39144 -0.49537 2.68023
H -0.71518 -1.91853 0.44048
H 2.92924 -2.06233 -1.79353
H 1.76428 -2.41213 -3.67059
H 0.36454 -1.34234 -3.85402
H 0.27142 -3.03500 -4.36998
H 1.61903 -4.40265 -2.12611
H -0.00530 -4.89886 -2.62624
H 0.32005 -4.51868 -0.92866
H -1.67310 -1.64669 -2.29986
H -1.75768 -3.09844 -1.28354
H -1.77385 -3.23414 -3.04398
H 4.64077 0.33542 0.07735
H 5.79698 -0.43746 1.16355
H 4.30572 0.22155 1.81770
H 4.94445 -1.70445 -1.30158
H 4.49150 -3.30488 -0.67182
H 5.91537 -2.47398 -0.05423
H 3.83352 -2.12759 2.84874
H 5.33770 -2.67802 2.13756
H 3.83982 -3.54150 1.78196
H 3.01267 -0.43664 3.15630
H 1.70838 -0.07867 4.27281
H 1.88405 0.87576 2.79106
H 1.99032 -2.93191 3.20071
H 0.32868 -3.14530 2.65760
H 0.65771 -2.35566 4.20827
H -0.53196 0.39286 2.06257
H -0.51783 -0.19852 3.72306
H -1.17760 -1.21737 2.45081
C -4.22614 -0.20324 -4.92516
C -3.00686 0.45101 -4.78531
C -2.44536 0.59267 -3.52888
C -3.10361 0.08814 -2.40580
C -4.31741 -0.57328 -2.54672
C -4.87469 -0.71395 -3.81193
P -2.29019 0.43264 -0.82430
C -3.23666 -0.31866 0.52432
C -3.58990 -1.66793 0.49442
C -4.27107 -2.23413 1.56123
C -4.57666 -1.46784 2.67730
C -4.18992 -0.13557 2.73031
C -3.51902 0.43785 1.66222
C -2.70332 2.18367 -0.65354
C -3.91988 2.75316 -0.96715
C -4.15252 4.08689 -0.62663
C -3.20430 4.79897 0.09771
C -1.96293 4.24028 0.37696
C -0.96062 4.84010 1.25608
C 0.27343 4.34308 1.35041
C 0.73356 3.28596 0.37409
C -0.38361 2.40100 -0.07789
C -1.68090 2.94575 -0.11734
H -4.66860 -0.31082 -5.90660
H -2.49704 0.84668 -5.65353
H -1.49208 1.09651 -3.40158
H -4.83704 -0.96321 -1.68201
H -5.82333 -1.22208 -3.92435
H -3.33702 -2.27769 -0.36243
H -4.56186 -3.27580 1.52612
H -5.10491 -1.91039 3.51125
H -4.41080 0.45634 3.60865
H -3.20975 1.47420 1.71170
H -4.68924 2.16830 -1.45643
H -5.09333 4.55107 -0.89011
H -3.43273 5.79582 0.45499
H -1.27335 5.66317 1.88771
H 0.97885 4.73907 2.06680
H 1.09870 3.83310 -0.51021
C 3.49830 3.83656 1.80982
C 3.12230 2.85059 0.71510
C 3.48686 3.34342 -0.67669
O 1.75405 2.40349 0.81993
H 4.58180 3.95993 1.83011
H 3.18891 3.44928 2.78176
H 3.04339 4.81530 1.65642
H 3.66760 1.93238 0.90233
H 3.18479 4.37903 -0.84294
H 3.01880 2.71233 -1.43619
H 4.56693 3.28317 -0.80980

Here are the Mulliken charges for atoms 1 to 4, given in e:
1 Ir 1.173
2 C -1.896
3 C -0.316
4 C 0.142

---

# C42H54BBeF4N6O4

C42H54BBeF4N6O4 as an isolated structure (ωB97M-V/def2-TZVPD, OMol25).

Its orbital gap is 7.0 eV. Its spin multiplicity is 1. As for the total energy: -73507.43376 eV. Its charge is +1.

CARTESIAN COORDINATES (ANGSTROEM)
Be 0.14809 1.54011 -1.57708
B -0.23885 -0.49388 0.41979
F -0.35684 -1.68455 1.11479
F -1.05168 0.48662 0.99896
F 1.11325 -0.12145 0.30481
F -0.77866 -0.63376 -0.89535
N -4.97667 0.46689 0.98070
C -6.00229 -0.23381 1.45713
C -6.00031 -1.62020 1.49426
C -4.92315 -2.31165 0.98333
C -3.87490 -1.57658 0.44533
C -3.95054 -0.19726 0.45526
H -6.78671 0.33319 1.94325
H -6.88907 -2.08563 1.90172
H -5.02077 -3.37932 0.83256
H -3.04495 -2.13490 0.02967
H -3.17337 0.41886 0.02010
N 2.52970 1.21961 -2.10551
C 3.49379 0.54158 -1.47201
C 4.82061 0.60741 -1.85646
C 5.17798 1.35486 -2.97376
C 4.16836 1.98294 -3.68543
C 2.87496 1.83996 -3.23256
H 3.24880 0.03843 -0.54520
H 5.62375 0.11773 -1.32392
H 6.22017 1.45047 -3.24426
H 4.41651 2.53576 -4.58005
H 2.09556 2.29345 -3.83822
N -0.70311 -4.27382 -3.28755
C -0.97701 -3.13970 -2.65318
C -2.18548 -2.47091 -2.81131
C -3.22816 -3.12298 -3.44512
C -2.95542 -4.31212 -4.10066
C -1.67878 -4.83523 -4.00527
H -0.17157 -2.66863 -2.10348
H -2.36424 -1.53533 -2.29961
H -4.23082 -2.71458 -3.48779
H -3.70686 -4.82977 -4.68128
H -1.39134 -5.78610 -4.43899
N -3.72827 -0.41079 4.84834
C -3.31502 -0.47340 6.11381
C -1.98194 -0.43846 6.50223
C -1.04216 -0.30874 5.49796
C -1.42098 -0.29918 4.16700
C -2.77838 -0.42096 3.91242
H -4.13894 -0.53027 6.81778
H -1.72415 -0.44392 7.55084
H 0.00614 -0.27455 5.77835
H -0.75283 -0.20534 3.32583
H -3.14682 -0.53343 2.89896
N 3.75878 -2.06952 5.36690
C 2.62545 -2.26135 4.69854
C 2.32074 -1.58785 3.52620
C 3.20705 -0.64719 3.03055
C 4.37946 -0.43787 3.74483
C 4.63388 -1.18870 4.87770
H 1.97947 -3.04214 5.08303
H 1.43314 -1.77196 2.93827
H 3.11675 -0.09911 2.10342
H 5.13181 0.30082 3.49183
H 5.54418 -1.12907 5.46217
N 1.45558 2.86998 0.02784
C 2.20697 3.87818 -0.42484
C 3.26886 4.37028 0.30100
C 3.47953 3.89929 1.59082
C 2.58926 2.99184 2.12583
C 1.65201 2.44015 1.26480
H 2.11013 4.14644 -1.46924
H 3.95734 5.05176 -0.17889
H 4.27773 4.35797 2.16046
H 2.74515 2.62494 3.13022
H 1.01635 1.62963 1.59405
C 5.74394 -3.84745 0.80899
C 4.79650 -2.71007 0.53811
O 5.21383 -1.57108 0.56463
C 3.36045 -2.99459 0.27546
H 6.52152 -3.88865 0.04291
H 5.25000 -4.81693 0.77450
H 6.25235 -3.64755 1.75083
H 2.96143 -3.68807 1.03069
H 3.10568 -3.58302 -0.61201
H 2.72809 -2.11329 0.33526
C -4.21935 0.84587 -2.62759
C -3.09097 1.80756 -2.46394
O -1.94852 1.40282 -2.32106
C -3.42669 3.26676 -2.35266
H -4.83360 1.04426 -3.50425
H -4.72854 0.89709 -1.66111
H -3.86540 -0.17509 -2.76580
H -4.41942 3.43952 -2.76392
H -2.67369 3.85712 -2.86927
H -3.44919 3.52592 -1.29520
C 1.30326 -1.35002 -5.24055
C 0.28427 -0.50207 -4.53906
O 0.55923 -0.09289 -3.41829
C -1.00963 -0.19575 -5.22158
H 1.42538 -2.29165 -4.70125
H 2.27757 -0.85836 -5.23627
H 1.05375 -1.57036 -6.27650
H -1.46170 0.69034 -4.77725
H -1.74332 -0.98284 -5.37158
H -0.70692 0.15858 -6.21718
C -1.37310 5.03469 1.15458
C -1.78795 3.62212 0.85123
O -1.39308 3.07222 -0.16470
C -2.63797 2.88216 1.84694
H -2.16509 5.67952 1.52972
H -1.08883 5.47310 0.19301
H -0.48048 5.07574 1.77999
H -1.99488 2.07744 2.21092
H -3.54928 2.42147 1.46124
H -2.92593 3.55222 2.65541

Here are the Mulliken charges for atoms 1 to 4, given in e:
1 Be 1.393
2 B -0.845
3 F -0.430
4 F 0.591